1.
Below is C3BrClN2O2 as an isolated structure in a non-equilibrium geometry, with properties calculated with ωB97M-V/def2-TZVPD.

As for the spin multiplicity: 1. As for the total energy: -3408.40862 Ha. As for the HOMO-LUMO gap (spin up / spin down): 5.95 / 7.95 eV. As for the HOMO energy (spin up / spin down): -8.62 / -9.86 eV.

Last column: Mulliken charge in e.
Atoms and positions in Å:
C -0.401 0.460 0.075  0.507
C 1.086 0.602 -0.072  0.464
C -2.137 -1.195 0.012  0.543
N -1.070 -0.662 -0.093  -0.225
N 1.770 -0.570 0.135  -0.355
O 1.575 1.712 -0.249  -0.573
O -3.063 -1.861 0.003  -0.332
Cl -1.284 1.921 0.135  -0.082
Br 3.524 -0.406 0.054  0.053


2.
Below is C3Cl2F2N2S as an isolated structure in a non-equilibrium geometry, with properties calculated with ωB97M-V/def2-TZVPD.

As for the spin multiplicity: 1. As for the total energy: -1741.96477 Ha. As for the HOMO-LUMO gap (spin up / spin down): 9.90 / 6.72 eV. As for the HOMO energy (spin up / spin down): -9.98 / -8.25 eV. The calculation puts the energy relative to the best compared isomer or geometry (same formula, charge and spin) at 150.6 kJ/mol.

Last column: Mulliken charge in e.
Atoms and positions in Å:
C -0.474 0.077 0.531  0.434
C -2.442 -0.401 -0.176  0.532
C 2.638 0.067 -0.437  0.375
N -1.190 -0.562 -0.390  -0.430
N -0.994 0.809 1.430  -0.394
F -3.407 -0.970 -0.739  -0.189
F 2.282 0.032 -1.735  -0.175
S -2.709 0.736 1.110  0.030
Cl 3.073 -1.350 0.317  -0.082
Cl 3.222 1.562 0.088  -0.103


Please write out number 1 again, unchanged.
Below is C3BrClN2O2 as an isolated structure in a non-equilibrium geometry, with properties calculated with ωB97M-V/def2-TZVPD.

As for the spin multiplicity: 1. As for the total energy: -3408.40862 Ha. As for the HOMO-LUMO gap (spin up / spin down): 5.95 / 7.95 eV. As for the HOMO energy (spin up / spin down): -8.62 / -9.86 eV.

Last column: Mulliken charge in e.
Atoms and positions in Å:
C -0.401 0.460 0.075  0.507
C 1.086 0.602 -0.072  0.464
C -2.137 -1.195 0.012  0.543
N -1.070 -0.662 -0.093  -0.225
N 1.770 -0.570 0.135  -0.355
O 1.575 1.712 -0.249  -0.573
O -3.063 -1.861 0.003  -0.332
Cl -1.284 1.921 0.135  -0.082
Br 3.524 -0.406 0.054  0.053